No. 1
The following is a DFT calculation (wB97M-V/def2-TZVPD) of a molecular structure, C40H46HfN9.

Its net charge is +3. The HOMO energy is -15.3 eV. The value obtained for the electronic energy is -56925.1913 eV.

Geometry as XYZ:
```
96
Properties=species:S:1:pos:R:3:forces:R:3
Hf -0.046 -0.201 -0.125 -0.6 -0.3 0.4
C 1.003 1.877 3.822 -0.1 0.0 0.1
N -0.213 1.090 4.012 0.0 0.2 0.1
C -0.771 1.140 5.372 0.0 0.1 -0.1
C -0.688 0.282 3.073 -0.1 -0.2 -0.3
N 0.092 -0.228 2.079 0.5 0.3 0.2
C 1.419 -0.683 2.401 -0.2 0.0 0.1
C 1.715 -1.283 3.624 -0.1 -0.1 0.1
C 2.976 -1.783 3.884 0.1 0.0 0.0
C 3.960 -1.721 2.899 0.0 0.0 0.1
C 3.666 -1.164 1.671 0.1 0.0 -0.2
C 2.407 -0.624 1.410 0.1 0.0 -0.1
N 2.065 -0.096 0.111 0.1 0.1 0.4
C 3.071 0.525 -0.608 -0.2 -0.2 0.0
N 3.856 1.428 -0.025 0.1 0.2 0.1
C 3.424 2.193 1.140 0.1 -0.1 -0.1
C 5.270 1.600 -0.391 -0.1 0.0 0.0
N 3.227 0.240 -1.897 0.2 -0.1 -0.1
C 3.023 -1.107 -2.431 0.0 0.1 -0.1
C 3.728 1.217 -2.870 0.0 0.0 0.0
N -2.008 -0.029 3.035 0.0 -0.1 0.4
C -2.407 -1.440 2.993 -0.1 0.1 0.0
C -3.047 0.899 3.492 0.1 -0.1 -0.1
H 1.886 1.349 4.185 0.0 0.0 0.0
H 0.897 2.808 4.375 0.0 0.0 0.0
H 1.130 2.105 2.769 0.0 0.0 0.0
H 0.052 1.016 6.075 0.0 0.0 0.0
H -1.475 0.331 5.530 0.0 0.0 0.0
H -1.254 2.096 5.571 0.0 0.0 0.0
H 0.939 -1.368 4.378 0.0 0.0 0.0
H 3.190 -2.239 4.842 0.0 0.0 0.0
H 4.946 -2.127 3.084 -0.1 0.0 0.0
H 4.424 -1.153 0.892 -0.1 0.0 0.1
H 2.344 2.299 1.124 -0.1 0.0 0.0
H 3.870 3.184 1.088 0.0 0.0 0.0
H 3.730 1.716 2.073 0.0 0.0 0.0
H 5.609 0.763 -0.994 0.0 0.0 0.0
H 5.853 1.616 0.530 0.0 0.0 0.0
H 5.443 2.532 -0.927 0.0 0.0 0.0
H 2.862 -1.812 -1.624 0.0 0.0 0.1
H 3.921 -1.403 -2.973 0.0 0.0 0.0
H 2.182 -1.132 -3.123 0.0 0.0 0.0
H 4.750 0.995 -3.178 0.0 0.0 0.0
H 3.673 2.221 -2.461 0.0 0.0 0.0
H 3.080 1.168 -3.747 0.0 0.0 0.0
H -2.778 -1.746 3.973 0.0 0.0 0.1
H -1.554 -2.062 2.733 0.0 0.1 0.1
H -3.208 -1.596 2.268 0.0 0.0 0.1
H -3.475 0.612 4.455 0.1 0.0 0.0
H -3.855 0.891 2.757 0.0 0.0 0.0
H -2.653 1.910 3.563 0.0 0.0 0.0
C -2.863 -3.751 0.012 -0.1 -0.2 0.0
C -1.743 -2.950 0.207 0.1 0.1 -0.1
N -1.768 -1.631 0.073 -0.2 -0.1 -0.1
C -2.957 -1.019 -0.213 0.2 0.1 0.0
C -4.122 -1.751 -0.437 -0.2 -0.1 0.0
C -4.044 -3.154 -0.341 -0.1 0.0 0.0
C -5.357 -1.073 -0.704 -0.1 -0.2 0.0
C -5.419 0.271 -0.678 0.0 0.1 0.0
C -4.248 1.049 -0.397 -0.2 0.1 -0.1
C -4.293 2.454 -0.286 -0.1 0.0 0.0
C -3.155 3.154 0.019 -0.1 0.1 0.0
C -1.962 2.455 0.165 0.1 -0.1 -0.1
N -1.877 1.137 0.041 0.0 -0.1 0.0
C -3.019 0.419 -0.206 0.2 0.0 0.1
H -2.782 -4.823 0.128 0.0 0.0 0.0
H -0.797 -3.400 0.474 0.1 0.0 0.0
H -4.931 -3.749 -0.524 0.0 0.0 0.0
H -6.243 -1.666 -0.901 0.1 0.0 0.0
H -6.355 0.787 -0.854 0.0 0.0 0.0
H -5.235 2.969 -0.433 0.0 0.0 0.0
H -3.163 4.229 0.129 0.0 0.0 0.0
H -1.043 2.990 0.372 0.0 0.0 0.0
C -1.080 -4.039 -3.670 0.0 0.0 0.0
C -1.697 -2.915 -4.214 0.0 0.0 0.0
C -1.412 -1.645 -3.734 -0.2 0.0 0.0
C -0.492 -1.485 -2.701 0.2 0.2 -0.1
C 0.096 -2.619 -2.143 0.1 0.1 -0.1
C -0.189 -3.890 -2.619 -0.1 -0.1 0.0
N -0.146 -0.215 -2.136 0.0 0.1 -1.0
C 0.167 0.909 -2.955 0.1 -0.1 0.1
C 0.404 2.121 -2.300 0.0 -0.2 0.0
C 0.736 3.275 -2.987 0.0 0.1 0.0
C 0.851 3.234 -4.370 0.0 0.0 -0.1
C 0.666 2.027 -5.031 0.0 0.0 0.0
C 0.336 0.867 -4.334 0.0 0.0 -0.1
H -1.287 -5.023 -4.071 0.0 0.1 0.0
H -2.403 -3.027 -5.029 0.1 0.0 0.1
H -1.903 -0.778 -4.160 0.0 0.0 0.0
H 0.830 -2.505 -1.344 0.2 0.0 0.0
H 0.296 -4.760 -2.189 0.0 0.1 0.0
H 0.357 2.166 -1.209 0.0 0.1 0.1
H 0.906 4.203 -2.453 0.0 -0.1 0.0
H 1.089 4.135 -4.923 0.0 -0.1 0.0
H 0.786 1.978 -6.107 0.0 0.0 0.1
H 0.216 -0.064 -4.876 0.0 0.1 0.0
```
Forces are in eV/Å.



No. 2
The following is a DFT calculation (wB97M-V/def2-TZVPD) of C22H28N4O in the gas phase.

The SMILES is O=C(CN1CCN(c2ccccc2)CC1)N1CCN(c2ccccc2)CC1. The HOMO energy is -7.5 eV. For the energy above the lowest of the compared OMol25 structures with the same formula, charge and spin, the calculation gives 194.9 kJ/mol. The value obtained for the electronic energy is -31276.3968 eV.

Geometry as XYZ:
```
55
Properties=species:S:1:pos:R:3:forces:R:3
O 1.157 1.935 0.854 -0.1 0.1 0.3
C 1.313 0.857 0.317 0.0 -0.2 0.0
N 1.915 0.754 -0.894 0.2 0.2 -0.3
C 2.069 -0.420 -1.718 -0.2 -0.3 -0.2
H 1.737 -1.317 -1.200 0.0 0.0 0.0
C 1.266 -0.235 -3.010 0.2 -0.3 0.2
N 1.728 0.948 -3.701 0.1 0.0 0.3
C 1.628 1.018 -5.089 0.0 0.0 -0.3
C 2.111 -0.039 -5.868 -0.1 -0.1 0.0
C 2.075 0.021 -7.246 0.0 0.0 0.0
C 1.569 1.139 -7.889 0.0 0.1 -0.1
C 1.096 2.194 -7.130 0.0 0.0 -0.2
C 1.119 2.137 -5.749 0.0 0.0 0.2
H 0.720 2.968 -5.187 0.0 0.1 0.1
H 0.694 3.071 -7.616 0.0 0.1 0.0
H 1.546 1.185 -8.967 0.0 0.0 -0.1
H 2.457 -0.808 -7.823 0.0 -0.1 0.0
H 2.537 -0.908 -5.389 0.1 0.0 0.1
C 1.551 2.132 -2.891 0.2 0.0 0.2
H 1.952 2.997 -3.420 -0.1 0.0 0.0
C 2.335 1.956 -1.586 -0.2 0.4 0.0
H 2.165 2.802 -0.920 0.1 -0.1 -0.1
H 3.403 1.875 -1.815 0.0 0.0 0.0
H 0.490 2.313 -2.654 0.0 0.1 0.0
H 1.377 -1.111 -3.647 0.0 0.0 0.0
H 0.198 -0.132 -2.747 0.0 -0.1 0.0
H 3.131 -0.531 -1.972 -0.1 -0.1 0.0
C 0.883 -0.462 0.957 -0.2 0.1 0.3
N 0.403 -0.270 2.307 0.1 0.0 -0.2
C 0.369 -1.507 3.064 0.0 -0.1 0.2
H 1.361 -1.966 3.039 0.0 0.0 0.0
H -0.360 -2.224 2.641 0.1 0.0 0.0
C -0.007 -1.180 4.512 0.1 -0.3 -0.2
N -1.294 -0.529 4.599 0.3 0.1 0.2
C -2.462 -1.269 4.701 -0.3 -0.2 0.2
C -2.483 -2.668 4.665 0.2 0.1 -0.1
C -3.659 -3.371 4.844 -0.2 0.0 0.0
C -4.855 -2.711 5.058 -0.1 -0.1 0.0
C -4.852 -1.326 5.105 0.0 0.0 0.0
C -3.681 -0.618 4.936 0.0 0.1 -0.1
H -3.709 0.458 5.011 0.0 0.1 0.0
H -5.773 -0.790 5.285 -0.1 0.1 0.0
H -5.773 -3.263 5.190 -0.1 0.0 0.0
H -3.638 -4.451 4.806 0.0 -0.1 0.0
H -1.577 -3.228 4.488 0.1 0.0 0.0
C -1.267 0.685 3.809 -0.1 0.1 -0.4
H -2.232 1.186 3.834 0.1 0.0 0.0
C -0.894 0.379 2.356 -0.2 0.3 0.1
H -0.831 1.313 1.798 -0.1 -0.1 0.0
H -1.680 -0.261 1.907 0.1 0.0 0.0
H -0.510 1.352 4.232 -0.1 0.0 0.0
H 0.008 -2.073 5.135 0.0 0.0 0.0
H 0.735 -0.476 4.902 0.0 -0.1 0.0
H 0.121 -0.944 0.312 0.1 0.0 0.0
H 1.759 -1.116 1.005 -0.1 0.0 -0.1
```
Forces are in eV/Å.



No. 3
The following is a DFT calculation (wB97M-V/def2-TZVPD) of a molecular structure, C3H3HgLiO2.

The HOMO energy (alpha / beta) is -6.6 / -6.3 eV. For the energy above the lowest of the compared OMol25 structures with the same formula, charge and spin, the calculation gives 490.7 kJ/mol. The value obtained for the electronic energy is -11625.9438 eV.

Geometry as XYZ:
```
10
Properties=species:S:1:pos:R:3:forces:R:3
O -1.574 0.707 -0.131 -4.5 -5.2 -1.1
Li -3.268 0.412 -0.342 0.4 0.0 0.1
C 0.800 0.735 1.047 0.9 -1.7 -1.1
C -0.045 -0.372 0.585 1.6 -0.6 1.6
O 1.541 0.632 -0.376 0.5 -1.1 1.4
C 1.015 -0.703 -0.442 -0.6 0.4 -1.0
H -0.552 -1.104 1.225 -0.2 0.6 -0.3
H 0.666 -0.967 -1.456 0.1 0.0 0.2
H 1.763 -1.446 -0.119 -0.4 0.2 0.1
Hg -0.347 2.106 0.008 2.1 7.4 0.0
```
Forces are in eV/Å.



No. 4
The following is a DFT calculation (wB97M-V/def2-TZVPD) of 11 unconnected molecules or ions with the total composition C46H125N11O12.

The SMILES is COC[C@H](C)N.COC[C@H](C)N.COC[C@H](C)N.COC[C@H](C)N.COC[C@H](C)N.COC[C@H](C)N.COC[C@H](C)N.COC[C@H](C)N.COC[C@H](C)N.COC[C@H](C)N.COCCNCCOC. The HOMO energy is -8.7 eV. For the energy above the lowest of the compared OMol25 structures with the same formula, charge and spin, the calculation gives 153.9 kJ/mol. The value obtained for the electronic energy is -90680.2682 eV.

Geometry as XYZ:
```
194
Properties=species:S:1:pos:R:3:forces:R:3
C 16.912 23.243 18.594 0.1 1.1 0.6
C 16.053 23.136 19.878 0.9 1.3 -1.5
C 15.243 24.411 20.239 0.2 -1.0 -1.5
O 16.163 25.455 20.460 -0.7 0.7 0.7
C 15.509 26.729 20.522 -0.4 -0.4 -0.1
N 15.184 22.009 19.648 -0.7 -0.5 1.4
H 16.296 23.409 17.710 -0.1 -0.3 0.1
H 17.520 22.343 18.496 -0.1 -0.1 -0.2
H 17.586 24.099 18.607 0.1 0.0 0.3
H 16.730 23.065 20.729 0.2 -0.6 0.1
H 14.543 24.133 21.027 0.3 0.4 0.9
H 14.561 24.666 19.428 0.0 0.1 -0.6
H 16.158 27.516 20.906 0.3 -0.4 -0.1
H 14.608 26.709 21.134 0.1 -0.3 0.5
H 15.106 27.020 19.552 0.4 0.0 -0.4
H 15.148 21.550 20.547 -0.7 -0.4 0.2
H 15.571 21.297 19.045 0.4 0.2 -0.4
C 19.772 18.171 21.966 -0.3 0.5 0.6
C 20.011 17.610 23.375 -0.6 -0.2 -0.5
C 21.294 18.209 24.002 -1.1 -0.8 -1.3
O 22.413 17.719 23.248 -0.6 -0.1 0.9
C 23.679 18.014 23.800 0.1 0.6 -0.3
N 18.828 17.896 24.244 0.5 0.4 -0.1
H 18.922 17.710 21.463 0.2 -0.4 -0.1
H 20.663 18.158 21.338 -0.1 -0.2 0.2
H 19.467 19.209 22.094 0.1 0.3 0.0
H 20.104 16.527 23.301 0.5 -0.2 -0.1
H 21.209 17.853 25.028 0.9 0.3 0.4
H 21.198 19.289 23.889 0.2 0.2 0.5
H 24.046 18.987 23.474 -0.2 0.4 -0.2
H 24.406 17.303 23.408 -0.2 -0.3 0.3
H 23.674 18.070 24.889 0.0 -0.5 0.1
H 18.795 17.302 25.060 0.5 -0.1 0.2
H 17.953 17.677 23.790 0.1 0.1 -0.5
C 14.306 13.462 14.168 -0.9 -0.3 0.1
C 14.667 13.354 15.680 -0.3 -0.1 -1.1
C 14.733 11.905 16.124 0.1 -0.3 -0.5
O 13.567 11.118 15.879 0.7 -0.4 0.9
C 13.735 9.847 16.541 -0.9 0.4 -0.2
N 15.973 13.929 15.950 -0.3 -0.3 0.2
H 13.334 13.026 13.940 -0.2 -0.3 0.3
H 15.004 12.928 13.523 0.4 0.0 0.2
H 14.190 14.464 13.754 0.5 0.3 0.5
H 13.943 13.893 16.291 -0.3 0.0 0.0
H 15.057 11.866 17.164 -0.2 0.0 0.3
H 15.528 11.448 15.536 0.5 -0.1 -0.1
H 14.736 9.416 16.522 0.2 0.2 -0.6
H 13.016 9.172 16.077 0.2 -0.1 0.0
H 13.499 9.914 17.603 -0.2 0.3 0.2
H 15.870 14.917 15.766 0.2 0.4 0.3
H 16.596 13.598 15.227 0.2 -0.3 0.0
C 18.650 23.514 14.954 -1.4 -0.1 0.8
C 18.342 21.996 15.154 2.6 1.4 1.0
C 18.115 21.260 13.893 0.1 -0.4 -0.8
O 19.349 21.307 13.177 -0.6 -1.6 -0.1
C 19.397 20.251 12.213 0.2 1.4 -1.0
N 19.610 21.454 15.749 -0.7 0.1 0.7
H 18.591 24.034 15.910 0.4 -0.3 0.3
H 17.833 24.010 14.429 0.1 -0.1 -0.7
H 19.628 23.744 14.530 -0.2 -0.3 -0.3
H 17.583 21.810 15.913 -0.3 0.2 -0.3
H 17.314 21.596 13.234 -0.3 0.4 0.1
H 17.865 20.241 14.190 0.1 -0.5 -0.2
H 18.930 20.676 11.324 0.0 -0.2 -0.5
H 18.854 19.325 12.398 0.1 0.1 0.8
H 20.443 20.050 11.982 -0.1 -0.1 0.1
H 20.339 21.442 15.049 -0.1 0.2 -0.2
H 19.473 20.482 15.984 -0.2 -0.2 0.3
C 14.120 22.800 16.208 0.7 -1.0 1.2
C 14.145 23.473 14.870 0.9 0.9 0.3
C 14.191 22.569 13.654 0.8 -0.8 0.7
O 13.155 21.590 13.619 0.3 0.6 0.7
C 12.991 20.981 12.362 -0.4 0.2 0.1
N 13.077 24.402 14.799 -1.9 0.4 -0.6
H 14.127 23.475 17.063 -0.3 0.7 -0.3
H 15.047 22.269 16.423 -0.1 -0.7 -0.3
H 13.255 22.166 16.404 0.1 -0.2 -0.3
H 15.037 24.100 14.879 0.6 -0.3 -0.5
H 15.122 22.031 13.833 0.4 -0.3 -0.5
H 14.249 23.096 12.702 -0.1 0.3 0.1
H 13.849 21.030 11.692 0.3 0.2 0.2
H 12.162 21.513 11.895 -0.2 -0.4 -0.5
H 12.789 19.926 12.552 -0.3 0.0 -0.2
H 12.321 23.777 15.038 -1.1 0.5 -0.2
H 13.108 25.047 15.575 0.2 0.2 0.1
C 19.372 16.542 13.403 0.5 0.2 -1.2
C 18.438 15.493 13.924 -0.6 0.3 0.1
C 18.799 14.072 13.466 -0.5 0.9 0.4
O 17.959 13.069 14.068 2.6 -1.6 -0.6
C 18.625 11.738 13.850 -1.4 0.8 0.1
N 18.436 15.671 15.396 0.0 -1.2 -0.7
H 19.063 17.544 13.699 0.0 -0.1 0.4
H 19.423 16.608 12.316 -0.1 -0.3 -0.3
H 20.387 16.343 13.747 0.0 0.2 0.2
H 17.431 15.695 13.558 -0.3 0.0 -0.2
H 19.854 13.981 13.724 0.2 -0.7 0.0
H 18.629 14.002 12.391 0.4 0.1 -0.2
H 18.837 11.550 12.797 -0.1 0.4 -0.2
H 17.905 10.977 14.150 0.0 0.2 0.2
H 19.559 11.571 14.386 -0.1 0.6 0.3
H 17.585 16.191 15.557 -0.1 0.3 0.4
H 18.142 14.744 15.670 0.0 -0.2 1.0
C 8.932 20.047 16.079 -1.6 0.5 -1.2
C 10.353 19.561 15.986 -1.2 -0.6 -0.5
C 10.935 19.134 14.597 -1.5 -1.2 0.9
O 10.319 17.980 14.015 0.0 1.1 -0.2
C 10.196 16.815 14.821 -0.2 0.7 -1.0
N 11.159 20.639 16.393 1.9 1.3 0.6
H 8.707 20.576 17.005 0.5 -0.2 0.3
H 8.135 19.311 15.973 0.3 -0.4 0.0
H 8.699 20.780 15.306 0.1 0.2 -0.3
H 10.297 18.790 16.754 1.1 -0.7 -0.2
H 12.010 18.983 14.685 0.3 -0.4 0.4
H 10.864 19.981 13.914 -0.5 -0.1 -0.2
H 9.290 16.800 15.427 0.1 0.4 0.4
H 11.097 16.707 15.426 0.0 -0.6 0.0
H 10.000 16.075 14.046 0.6 -0.6 0.4
H 12.019 20.549 15.870 0.7 0.1 0.4
H 10.810 21.514 16.030 -0.5 0.2 0.1
C 21.437 16.180 19.291 0.6 0.6 0.0
C 20.980 15.800 17.899 -1.1 1.4 0.3
C 21.935 16.176 16.751 -1.3 0.7 -0.5
O 22.157 17.605 16.531 0.5 -1.4 1.3
C 21.028 18.361 16.166 0.1 0.6 -0.6
N 20.598 14.407 17.908 0.5 -0.6 -0.4
H 22.494 15.936 19.396 0.0 -0.3 0.6
H 20.777 15.752 20.045 0.3 -0.4 -0.1
H 21.355 17.253 19.468 0.2 0.2 -0.3
H 20.066 16.386 17.805 -0.3 -0.2 -0.6
H 21.500 15.811 15.821 -0.3 -0.3 -0.1
H 22.841 15.583 16.876 0.6 0.8 0.1
H 20.829 18.266 15.099 -0.2 -0.3 -0.2
H 21.277 19.414 16.295 0.3 0.0 0.3
H 20.093 18.212 16.708 0.1 -0.5 0.2
H 20.038 14.158 17.105 -0.3 0.3 -0.2
H 21.454 13.889 17.774 0.2 -0.6 0.3
C 16.385 15.917 10.602 0.2 -0.1 0.8
C 15.399 17.054 10.412 0.7 -1.2 -1.0
C 15.280 18.056 11.562 -1.1 -0.7 -0.5
O 14.725 17.521 12.806 1.9 0.4 -1.1
C 13.428 17.009 12.846 -0.7 -0.3 0.0
N 15.821 17.730 9.158 -0.9 1.1 0.3
H 16.337 15.265 9.729 0.0 -0.2 0.2
H 16.186 15.376 11.527 -0.3 -0.3 -0.1
H 17.421 16.233 10.724 0.0 0.4 -0.3
H 14.430 16.580 10.256 -0.3 0.0 0.2
H 14.587 18.799 11.168 0.0 0.5 0.3
H 16.263 18.506 11.703 -0.1 0.0 0.7
H 12.667 17.690 12.465 0.0 0.3 0.1
H 13.246 16.772 13.894 -0.2 0.4 0.1
H 13.251 16.051 12.358 0.5 -0.1 -0.5
H 15.961 17.137 8.353 0.6 -1.0 0.5
H 15.005 18.208 8.801 -0.2 0.9 0.2
C 15.249 19.160 15.663 -1.6 2.0 -0.2
C 16.163 18.065 15.893 0.3 -0.3 0.6
C 16.698 18.132 17.337 -0.4 -0.9 -0.3
O 17.492 19.279 17.575 0.1 0.6 -1.2
C 18.149 19.172 18.794 0.7 -1.4 0.7
N 15.492 16.768 15.589 1.2 0.6 0.2
H 14.957 19.219 14.614 -0.2 0.0 0.0
H 15.703 20.114 15.931 0.0 0.1 0.0
H 14.383 19.002 16.306 -0.3 0.3 -0.2
H 16.977 18.301 15.208 0.6 -0.9 0.0
H 17.189 17.168 17.466 0.8 0.1 0.4
H 15.906 18.143 18.087 -0.4 -0.1 -0.2
H 18.789 19.991 19.123 -0.6 0.6 -0.6
H 18.839 18.331 18.729 0.3 -0.4 0.1
H 17.439 18.885 19.569 -0.1 0.3 0.4
H 14.632 16.716 16.116 -0.1 0.2 0.3
H 15.241 16.786 14.610 0.1 0.1 -0.2
C 11.484 10.472 21.335 0.6 -0.3 0.7
O 12.012 11.505 20.543 -1.0 0.2 -1.1
C 12.984 12.254 21.205 0.0 -0.2 0.5
C 13.778 13.161 20.338 -0.9 0.7 -0.9
N 13.001 14.250 19.775 0.1 0.7 0.7
C 13.847 15.288 19.200 -1.6 0.5 -0.6
C 12.964 16.119 18.226 1.5 -1.1 0.2
O 13.681 17.304 17.964 -1.0 0.7 -1.5
C 13.266 18.387 18.762 0.4 0.0 0.9
H 12.282 9.733 21.402 -0.2 -0.5 0.3
H 10.559 10.005 20.997 0.2 0.3 -0.9
H 11.222 10.794 22.343 0.3 0.4 0.3
H 13.728 11.597 21.657 -0.1 -0.3 0.5
H 12.501 12.887 21.949 0.0 -0.1 0.5
H 14.184 12.659 19.460 1.0 -0.6 0.5
H 14.457 13.633 21.048 0.7 -0.2 -0.4
H 12.309 13.895 19.131 0.1 0.0 -0.2
H 14.752 14.960 18.688 0.0 -0.5 -0.4
H 14.236 15.994 19.933 -0.3 -0.1 0.6
H 11.936 16.229 18.572 0.1 0.5 0.4
H 12.886 15.570 17.288 0.0 0.0 -0.2
H 13.611 18.072 19.747 -0.4 0.8 0.6
H 12.202 18.625 18.748 -0.2 -0.5 -0.1
H 13.732 19.333 18.486 0.5 -0.3 -0.3
```
Forces are in eV/Å.